[1]
115
Properties=species:S:1:pos:R:3 method="wB97M-V/def2-TZVPD" charge=+1 spin_multiplicity=1 e_homo_ev=-12.30 e_lumo_ev=-3.67
C 7.01765 -3.79627 1.56051
C 5.98000 -2.67866 1.63145
O 5.24931 -2.56351 0.41342
C 4.01608 -1.91309 0.66203
C 3.41107 -1.49726 -0.66910
O 1.99330 -1.29002 -0.62152
C 1.64143 -0.10289 0.00546
C 1.12273 1.00306 -0.89775
N -0.12946 1.12887 -0.70832
C -0.87470 2.19657 -1.45272
C -0.68398 3.53057 -0.71355
C -0.48352 2.26248 -2.92946
C -1.38943 3.28630 -3.63824
C -0.73297 0.17260 0.26979
C -2.00848 0.78264 0.94634
C -2.40794 0.15476 2.30894
C -2.36840 1.26548 3.40563
C -3.85652 -0.38622 2.29100
C -1.29125 -0.96342 -0.63294
C -2.03276 -2.01204 -0.12715
C -2.57560 -2.98771 -0.90790
C -2.30784 -2.89848 -2.27180
C -1.53665 -1.85690 -2.66451
N -1.03342 -0.87980 -1.92825
C 0.51705 -0.20604 1.11964
Cl 0.52837 -1.94370 1.62361
O 0.76927 0.42550 2.31705
C 0.85486 1.85078 2.26026
C 1.69256 2.31834 3.47440
C 1.36694 1.46240 4.71952
C 3.18710 2.08565 3.16644
C 3.87769 3.11154 2.22175
C 3.28166 4.52927 2.25661
C 3.99640 2.64945 0.76222
H 7.90273 -3.48664 2.11774
H 7.28508 -4.07156 0.54393
H 6.62765 -4.65593 2.10474
H 6.41569 -1.70110 1.87749
H 5.29162 -2.91411 2.45389
H 4.24540 -1.01268 1.25574
H 3.38267 -2.59320 1.23785
H 3.59331 -2.29569 -1.38839
H 3.90078 -0.58441 -1.02716
H 2.51496 0.29396 0.54171
H 1.72348 1.61563 -1.55288
H -1.93931 1.96326 -1.41198
H -0.66484 3.39904 0.36712
H -1.53172 4.17130 -0.94596
H 0.24818 4.02844 -0.99392
H -0.49885 1.28824 -3.41424
H 0.53044 2.67459 -3.00648
H -2.41827 2.92521 -3.64338
H -1.31845 4.27503 -3.19080
H -1.02808 3.38836 -4.66142
H -1.88226 1.86173 1.01880
H -2.83001 0.59849 0.25462
H -1.73697 -0.64447 2.61973
H -1.36359 1.26632 3.83181
H -3.06380 1.06453 4.21625
H -2.55418 2.24521 2.96349
H -3.90813 -1.45677 2.07376
H -4.48612 0.12348 1.55596
H -4.34280 -0.25307 3.25542
H -2.19503 -2.06042 0.94095
H -3.16904 -3.78794 -0.49169
H -2.68277 -3.63013 -2.97083
H -1.31093 -1.80994 -3.72957
H 1.37342 2.22488 1.37192
H -0.12018 2.34267 2.30707
H 1.45186 3.34301 3.75193
H 1.94565 1.90640 5.53521
H 1.71680 0.43733 4.61798
H 0.32392 1.53871 5.02384
H 3.24234 1.11055 2.66564
H 3.73538 1.96115 4.10095
H 4.90740 3.20759 2.57614
H 2.20017 4.54834 2.11220
H 3.56597 4.99972 3.19734
H 3.71101 5.10244 1.43224
H 4.23766 1.58833 0.65805
H 4.75632 3.24861 0.25832
H 3.07251 2.83290 0.19414
C -4.63921 -1.47622 7.58693
C -6.09602 -1.71737 7.91937
O -6.80719 -1.23313 6.77140
S -5.93170 -1.47606 5.45570
O -6.36177 -2.66573 4.82232
O -5.83322 -0.24860 4.74942
O -4.53365 -1.77054 6.18625
H -4.36301 -0.43092 7.73974
H -3.97009 -2.11469 8.15737
H -6.41476 -1.18915 8.81331
H -6.31070 -2.78216 8.03003
C 1.89065 -1.20247 -4.24617
C 2.40712 -2.60680 -4.02023
O 2.02854 -3.31300 -5.20597
S 2.06337 -2.31650 -6.46305
O 3.28711 -2.47387 -7.15008
O 0.80702 -2.39381 -7.11208
O 2.11734 -0.93876 -5.63180
H 0.81921 -1.13773 -4.04519
H 2.41184 -0.46823 -3.63463
H 1.97308 -3.07530 -3.14028
H 3.49717 -2.62485 -3.94157
C -2.79371 -0.40560 -8.42757
C -2.16741 -0.85324 -7.12563
O -3.14800 -0.53498 -6.12690
S -4.61982 -0.69395 -6.75259
O -5.13016 -1.96539 -6.39474
O -5.33589 0.50110 -6.50305
O -4.18204 -0.73988 -8.29388
H -2.71292 0.67544 -8.56002
H -2.36401 -0.90802 -9.28976
H -1.23112 -0.34500 -6.91179
H -2.00370 -1.93226 -7.11302



[2]
100
Properties=species:S:1:pos:R:3 method="wB97M-V/def2-TZVPD" charge=0 e_above_lowest_kcal_mol=20.99 spin_multiplicity=1 e_homo_ev=-6.61 e_lumo_ev=0.15
O 0.60220 -2.49843 -1.36564
O -1.18394 -1.75023 -3.47643
C 1.94501 -2.61482 -2.10188
C 2.88187 -3.29472 -1.13641
H 2.22350 -1.60223 -2.38336
H 1.69290 -3.21290 -2.98582
H 2.92439 -2.72645 -0.20524
H 3.89914 -3.33174 -1.54284
H 2.54031 -4.31672 -0.93465
C -0.23965 -3.77995 -1.25921
C -0.12356 -4.64139 -2.48222
H -1.24096 -3.40262 -1.07461
H 0.19021 -4.22697 -0.36267
H -0.60917 -4.16373 -3.34153
H -0.63533 -5.60019 -2.34354
H 0.91112 -4.89204 -2.74286
C -2.57325 -1.64870 -3.18809
C -0.65493 -1.15714 -4.65906
C -3.25296 -2.94033 -3.53603
H -3.03515 -0.79249 -3.69596
H -2.61717 -1.46865 -2.10187
H -3.17513 -3.14773 -4.60930
H -4.30939 -2.87647 -3.27220
H -2.78552 -3.76091 -2.98402
C -0.99506 -1.96668 -5.89161
H 0.42395 -1.13812 -4.48985
H -1.00395 -0.12471 -4.75039
H -0.69179 -3.01215 -5.77236
H -0.44917 -1.53913 -6.73834
H -2.07094 -1.93396 -6.11851
H 0.21964 -1.56020 -1.25255
N 1.57345 1.20444 2.05310
C 1.45665 2.44784 2.51262
C 0.30986 3.24639 2.35448
C -0.98741 2.83341 2.02916
C 2.62063 3.09321 3.22494
H 3.49117 3.19933 2.56665
H 2.94114 2.54197 4.11555
H 2.30663 4.09174 3.54421
C -2.07704 3.87850 2.04449
H -2.77472 3.70615 2.87759
H -2.65885 3.88883 1.10748
H -1.63226 4.86362 2.18228
N -1.31689 1.56129 1.76601
C 2.72709 0.42716 2.35143
C 3.76036 0.29755 1.39067
C 3.67920 0.97990 0.06095
C 4.86720 -0.49923 1.68609
H 5.64893 -0.58220 0.92826
C 4.98040 -1.13720 2.91907
H 5.86058 -1.73859 3.15396
C 3.96344 -1.00905 3.86081
H 4.02529 -1.50962 4.82902
C 2.83942 -0.22745 3.60117
C 1.75274 -0.11837 4.63145
C -2.57358 1.06293 2.17822
C -3.58640 0.81516 1.21664
C -3.32317 1.09134 -0.23115
C -4.83686 0.35937 1.64083
H -5.61581 0.21028 0.89005
C -5.08174 0.13345 2.99565
H -6.05888 -0.20702 3.32965
C -4.07504 0.34068 3.94000
H -4.25198 0.14979 4.99738
C -2.82212 0.81527 3.55421
C -1.75515 1.04899 4.58094
Zn 0.05990 0.22022 0.90854
H 3.48808 0.24616 -0.73889
H 4.63458 1.47724 -0.15896
H 2.88663 1.73405 0.01365
H 1.44808 0.91566 4.82049
H 2.10926 -0.53382 5.58004
H 0.86136 -0.69561 4.34000
H -4.02900 0.51761 -0.84570
H -2.30095 0.81764 -0.52972
H -3.46202 2.15296 -0.48572
H -0.80828 0.58359 4.28051
H -2.05837 0.60873 5.53902
H -1.55556 2.11597 4.76848
H 0.40756 4.29581 2.61957
C 0.26353 0.39710 -1.18118
Si 0.43006 2.08910 -1.91447
H 1.17615 -0.14992 -1.45107
H -0.58743 -0.05106 -1.70335
C 1.64228 2.05285 -3.39154
C 1.04546 3.56969 -0.95493
C -1.19362 2.68206 -2.67477
H -1.76518 1.86750 -3.14429
H -0.95088 3.42926 -3.45032
H -1.83209 3.17474 -1.92634
H 2.62933 1.65769 -3.10577
H 1.77662 3.09653 -3.74235
H 1.24015 1.44928 -4.21948
H 1.89961 3.38662 -0.29794
H 0.25524 4.02226 -0.34419
H 1.36525 4.31939 -1.69770
C -0.25985 -1.63505 1.64371
H 0.58870 -2.31824 1.46460
H -1.15838 -2.06576 1.16756
H -0.42967 -1.56768 2.72766



[3]
122
Properties=species:S:1:pos:R:3 method="wB97M-V/def2-TZVPD" charge=0 spin_multiplicity=1 e_homo_ev=-9.25 e_lumo_ev=-0.19
O -17.16720 -23.95778 -14.99439
C -18.20900 -23.63669 -14.39598
O -19.26051 -24.44572 -14.30687
C -20.16374 -24.04448 -13.35903
C -19.97181 -22.48784 -13.29939
C -18.59889 -22.29836 -13.69799
H -19.98671 -24.48604 -12.37833
H -21.19276 -24.33891 -13.56528
H -20.24037 -22.09550 -12.31855
H -20.59522 -22.00457 -14.05165
H -17.91711 -22.32305 -12.84790
H -18.46100 -21.42013 -14.32870
O -15.11510 -17.44677 -17.29676
C -15.62597 -16.82483 -16.37296
O -16.40840 -15.76526 -16.70774
C -16.92185 -15.06417 -15.56732
C -16.05686 -15.61844 -14.37820
C -15.52577 -16.98897 -14.82253
H -17.96689 -15.32390 -15.39839
H -16.85773 -13.97607 -15.56243
H -16.74382 -15.87721 -13.57246
H -15.27890 -14.90943 -14.09503
H -16.11881 -17.85958 -14.54247
H -14.49887 -17.18297 -14.51279
O -12.15599 -22.47165 -20.92614
C -11.46576 -22.47156 -19.90650
O -11.40449 -21.45066 -19.06838
C -10.70882 -21.79803 -17.87984
C -9.95387 -23.12904 -18.10346
C -10.73558 -23.64400 -19.37989
H -11.47747 -21.86313 -17.10975
H -10.05378 -20.97055 -17.60727
H -9.98666 -23.77942 -17.22937
H -8.91105 -22.83398 -18.21988
H -11.59590 -24.30207 -19.25785
H -10.01545 -24.02952 -20.10162
O -14.25876 -27.32979 -21.73693
C -15.25938 -26.78457 -22.12237
O -16.49151 -27.41817 -21.81256
C -17.53647 -26.66333 -22.33717
C -16.87069 -25.91898 -23.53099
C -15.47990 -25.53559 -22.96790
H -17.89711 -25.93436 -21.61147
H -18.43237 -27.20469 -22.64113
H -17.51007 -25.08256 -23.81328
H -16.79850 -26.48975 -24.45679
H -15.57303 -24.55709 -22.49678
H -14.76372 -25.44072 -23.78410
O -21.48687 -24.15921 -21.54559
C -20.47681 -23.62654 -21.23503
O -19.33717 -23.80124 -21.94569
C -18.37599 -22.84964 -21.56543
C -19.09318 -21.72175 -20.88671
C -20.32565 -22.41108 -20.35830
H -17.76323 -22.46986 -22.38298
H -17.60488 -23.24336 -20.90327
H -19.38528 -20.90721 -21.54951
H -18.56822 -21.22101 -20.07322
H -21.18954 -21.76290 -20.50547
H -20.23215 -22.66656 -19.30280
O -18.63398 -17.80273 -14.91419
C -19.59568 -17.77650 -14.09540
O -19.48874 -18.30107 -12.86917
C -20.72566 -18.19358 -12.19750
C -21.50712 -17.08999 -12.89441
C -20.99747 -17.28228 -14.30914
H -20.67025 -17.98097 -11.12988
H -21.27448 -19.13138 -12.28372
H -21.34608 -16.06290 -12.56693
H -22.57530 -17.30525 -12.92179
H -20.83985 -16.37727 -14.89582
H -21.50824 -18.05154 -14.88832
O -15.07267 -20.16003 -25.38631
S -15.31447 -21.07017 -24.26452
O -16.23686 -20.69227 -23.23473
O -15.96252 -22.41227 -24.95195
C -15.44480 -22.72659 -26.25429
C -15.69901 -24.18422 -26.58438
C -13.78647 -21.85864 -23.51003
H -14.35531 -22.75715 -26.26806
H -15.86907 -22.04908 -26.99528
H -15.26626 -24.47493 -27.54162
H -16.77384 -24.35358 -26.64891
H -15.25976 -24.94162 -25.93514
H -14.09838 -22.60861 -22.78315
H -13.21105 -21.04536 -23.06781
H -13.10737 -22.27752 -24.25264
O -19.19282 -24.45151 -17.99567
S -19.10798 -25.85483 -18.42645
O -19.99963 -26.34120 -19.47726
O -17.47051 -26.18417 -18.79608
C -16.54469 -25.50336 -17.97838
C -15.06448 -26.06712 -18.24342
C -19.17583 -27.08159 -17.02637
H -16.71529 -25.65026 -16.91188
H -16.50581 -24.44211 -18.22401
H -15.00912 -26.63947 -19.16941
H -14.73234 -26.74509 -17.45720
H -14.34105 -25.25708 -18.33610
H -18.36130 -27.80340 -17.08671
H -20.18232 -27.49395 -16.95532
H -19.08911 -26.43189 -16.15547
O -14.12248 -22.42862 -18.23556
S -14.90403 -21.89338 -19.34904
O -15.13634 -22.70784 -20.52811
O -16.37143 -21.46578 -18.69474
C -16.52645 -21.21241 -17.30143
C -17.39697 -19.96498 -17.12019
C -14.41492 -20.16479 -19.80755
H -15.54129 -21.10714 -16.84702
H -17.03751 -22.08318 -16.89072
H -17.59279 -19.83562 -16.05576
H -18.33124 -20.22284 -17.61894
H -16.86713 -19.09409 -17.50610
H -14.36146 -19.46626 -18.97251
H -15.26380 -19.94362 -20.45453
H -13.48968 -20.25085 -20.37731
C -18.74497 -17.48511 -19.37360
Br -18.27686 -18.55081 -20.96970
Br -20.18362 -18.22696 -18.27294
Br -19.28609 -15.64550 -20.03813
H -17.82699 -17.53761 -18.78823